1.
The following is a DFT calculation (wB97M-V/def2-TZVPD) of an isolated molecule of C19H22N2O7S.

Geometry as XYZ:
```
51
Properties=species:S:1:pos:R:3:forces:R:3
C 1.50663 -6.97410 -0.57715 0.0 -0.2 -0.1
H 2.27314 -7.59962 -0.12298 -0.1 0.0 -0.1
H 1.69455 -6.89613 -1.65286 0.0 0.0 0.0
H 0.52418 -7.42697 -0.41055 0.0 0.0 0.0
O 1.61515 -5.72383 0.06013 -0.1 0.5 0.1
C 0.75936 -4.73574 -0.29309 0.1 0.1 0.2
C -0.22034 -4.84135 -1.26953 0.1 0.0 0.0
C -1.03950 -3.75924 -1.57031 -0.1 0.0 -0.1
C -0.88451 -2.59284 -0.86153 -0.4 0.5 -0.1
C 0.07132 -2.45953 0.13231 0.3 -0.1 0.3
C 0.91951 -3.51581 0.41731 -0.1 -0.1 -0.1
O 1.91433 -3.48126 1.32573 -0.1 -0.4 -0.2
C 2.17114 -2.25220 1.97787 0.1 0.3 0.1
H 1.34729 -1.97846 2.64357 0.0 0.0 0.0
H 2.34092 -1.44492 1.26011 0.0 -0.1 0.0
H 3.07146 -2.42053 2.56579 -0.1 0.0 0.0
H 0.12582 -1.52364 0.66017 0.2 0.1 0.2
S -1.84759 -1.15530 -1.27196 -0.3 0.0 -0.4
O -3.07363 -1.52584 -1.91522 0.2 -0.3 -0.2
O -1.90176 -0.27542 -0.14408 0.3 -0.2 0.1
N -0.96236 -0.36986 -2.47802 -0.5 -0.2 0.3
H -1.21649 -0.76430 -3.37243 -0.1 -0.1 -0.1
C 0.47194 -0.24543 -2.30350 0.6 -0.1 0.2
C 1.08879 0.47280 -3.50536 -0.2 -0.1 0.2
H 2.15434 0.60847 -3.33985 0.1 0.0 0.0
H 0.62446 1.44629 -3.64121 0.0 0.1 0.0
H 0.94569 -0.11415 -4.41018 0.0 -0.1 -0.1
H 0.95631 -1.22812 -2.18451 -0.1 0.3 0.1
C 0.78433 0.56244 -1.03519 0.0 -0.1 -0.4
O 1.72102 0.25943 -0.32179 0.2 0.0 0.1
N -0.02325 1.62861 -0.88969 -0.2 0.2 -0.3
C -0.08306 2.53748 0.17218 0.1 0.3 0.3
C -1.17679 3.39264 0.22387 0.1 0.0 0.2
C -1.28897 4.33514 1.23400 0.1 0.0 0.1
C -0.28048 4.44274 2.19693 0.0 0.0 -0.1
C 0.79930 3.57132 2.14808 -0.4 0.2 0.0
C 0.90378 2.62334 1.15015 0.1 -0.1 0.0
H 1.74456 1.95232 1.12401 0.0 0.0 0.0
H 1.55802 3.65878 2.90890 0.1 0.0 0.1
O -0.31951 5.38851 3.19284 0.1 -0.3 0.0
C -1.26396 6.40717 2.95489 -0.5 0.2 -0.2
C -2.58523 5.80215 2.48204 0.2 0.3 0.5
H -3.33650 6.57403 2.30880 0.1 -0.1 0.1
O -2.40141 5.13792 1.25185 0.2 -0.2 -0.3
H -2.94930 5.09466 3.23947 0.0 0.1 -0.1
H -1.38681 6.94336 3.89712 0.0 0.0 -0.1
H -0.88773 7.09539 2.18491 0.0 0.0 0.1
H -1.96882 3.32738 -0.50517 -0.1 0.0 -0.1
H -0.83665 1.62978 -1.49343 0.2 -0.1 0.1
H -1.80122 -3.82519 -2.32981 -0.1 -0.1 -0.1
H -0.35145 -5.76237 -1.81361 0.0 -0.1 0.0
```
Forces are in eV/Å.

As for the relative energy (zero: lowest compared OMol25 entry of this formula, charge and spin): 2.2520 eV. The total energy comes out at -1771.575074 Ha. Its LUMO energy is 0.57 eV. The value obtained for the HOMO energy is -7.8466 eV. The HOMO-LUMO gap comes out at 8.4 eV. As for the SMILES: COc1ccc(S(=O)(=O)N[C@@H](C)C(=O)Nc2ccc3c(c2)OCCO3)cc1OC.

natural (NBO) population analysis, charges in e, atoms 1 to 5: atom 1 (C): -0.2529, atom 2 (H): 0.2052, atom 3 (H): 0.1765, atom 4 (H): 0.1784, atom 5 (O): -0.4731

=====

2.
The following is a DFT calculation (wB97M-V/def2-TZVPD) of C19H22N2RhSe as an isolated structure.

Geometry as XYZ:
```
45
Properties=species:S:1:pos:R:3:forces:R:3
Rh -1.93069 0.01885 0.36733 -0.7 -0.5 0.2
N -3.29629 -0.57553 2.18913 0.4 0.1 0.0
C -3.12001 -1.99317 2.38041 0.0 0.1 -0.1
C -4.06894 -2.77802 2.95844 -0.1 -0.2 0.1
C -3.84825 -4.16417 3.14408 -0.1 0.1 0.0
C -2.66950 -4.73071 2.76934 0.1 0.0 -0.1
C -1.66705 -3.93935 2.15295 0.0 -0.2 0.1
C -0.42303 -4.46328 1.73178 -0.1 -0.1 0.0
C 0.48974 -3.65023 1.13044 0.0 0.1 -0.1
C 0.15091 -2.30301 0.90642 0.0 -0.1 0.0
N -0.99460 -1.78093 1.28017 0.0 -0.1 0.0
C -1.90316 -2.57337 1.93196 0.0 0.3 0.0
H -4.27315 -0.31205 2.22096 0.0 0.0 -0.1
H -2.82042 -0.06018 2.92504 -0.1 0.0 0.1
H -4.99853 -2.33376 3.29586 0.0 0.0 0.0
H -4.61919 -4.76280 3.60883 0.0 0.0 0.0
H -2.48419 -5.78511 2.92954 0.0 0.0 0.0
H -0.21195 -5.51424 1.89023 0.0 0.0 0.0
H 1.44929 -4.02139 0.80026 0.0 0.0 0.0
H 0.83258 -1.63762 0.39025 0.0 0.0 0.0
C -3.10785 -0.21959 -1.38086 0.1 0.1 0.0
H -2.54030 -0.23259 -2.30466 0.0 0.0 0.0
H -3.79620 0.62892 -1.35107 0.0 0.0 0.0
H -3.64306 -1.15868 -1.22506 0.0 0.0 0.0
C 4.82550 4.14501 -2.82204 0.0 0.0 0.0
C 3.64924 3.42930 -2.21946 0.1 0.0 -0.1
C 3.35539 2.11178 -2.56683 0.0 -0.1 0.0
C 2.26782 1.43784 -2.04260 0.1 0.1 -0.1
C 2.02291 0.01086 -2.45126 0.0 0.0 0.0
C 1.45236 2.13195 -1.11957 -0.1 0.2 0.2
Se -0.09263 1.28963 -0.50049 0.2 0.0 -0.4
C 1.73441 3.45929 -0.72248 0.2 0.0 0.0
C 0.92431 4.24179 0.27654 0.0 0.0 0.0
C 2.83282 4.07665 -1.29989 -0.1 0.0 0.1
H 5.37527 3.50660 -3.51116 0.0 0.0 0.0
H 5.51320 4.48017 -2.04372 0.0 0.0 0.0
H 4.49737 5.03172 -3.36702 0.0 0.0 0.0
H 3.99472 1.59731 -3.27506 0.0 0.0 0.0
H 2.65859 -0.25150 -3.29478 0.0 0.0 0.0
H 0.98520 -0.16160 -2.73470 0.0 0.0 0.0
H 2.26084 -0.67187 -1.63193 0.0 0.0 0.0
H 0.12706 3.65863 0.72657 0.0 0.0 0.0
H 0.47534 5.11532 -0.19884 0.0 0.0 0.0
H 1.57372 4.60379 1.07441 0.0 0.0 0.0
H 3.06039 5.09932 -1.01746 0.0 0.0 0.0
```
Forces are in eV/Å.

As for the relative energy (zero: lowest compared OMol25 entry of this formula, charge and spin): 0.1789 eV. As for the charge: +1. The total energy comes out at -3358.395313 Ha. Its spin multiplicity is 5. Its LUMO energy (alpha / beta) is -3.23 / -5.02 eV. The value obtained for the HOMO energy (alpha / beta) is -10.3750 / -11.6467 eV. The expectation value of S² is 6.026. The HOMO-LUMO gap (alpha / beta) comes out at 7.1 / 6.6 eV.

natural (NBO) population analysis, charges in e, atoms 1 to 5: atom 1 (Rh): 0.8718, atom 2 (N): -0.8653, atom 3 (C): 0.1936, atom 4 (C): -0.2236, atom 5 (C): -0.1802

=====

3.
The following is a DFT calculation (wB97M-V/def2-TZVPD) of C19H22N3O3PtSi as an isolated structure.

Geometry as XYZ:
```
49
Properties=species:S:1:pos:R:3:forces:R:3
Pt 0.35309 0.74020 -0.03523 0.1 0.0 0.0
N 0.44213 0.74331 1.99903 -0.1 0.0 0.1
C 1.72434 0.15047 2.45139 0.0 0.0 0.0
C 2.13892 -1.01078 1.53960 0.2 0.1 0.0
O 2.87219 -1.88024 2.03020 0.0 0.0 0.0
N 1.68410 -0.88175 0.30285 -0.1 0.0 0.0
C 2.00782 -1.91199 -0.66850 0.0 0.0 0.0
C 0.81194 -2.47468 -1.47584 0.0 -0.1 -0.1
O 1.14325 -3.07851 -2.52990 0.0 0.1 0.0
O -0.34944 -2.26969 -1.05961 0.0 0.0 0.0
H 0.27340 1.64244 2.43803 0.0 0.0 0.0
H -0.32176 0.12701 2.26715 0.0 0.0 0.1
H 1.65767 -0.20039 3.48088 0.0 0.0 0.0
H 2.48900 0.92550 2.39023 0.0 0.0 0.0
H 2.50634 -2.74303 -0.16491 0.0 0.0 0.0
H 2.70627 -1.52071 -1.41326 0.1 0.0 0.0
C 0.45143 6.51652 1.62328 0.0 0.0 0.0
C -0.91733 6.27805 1.59794 0.0 0.0 0.0
C -1.40358 5.08262 1.08860 0.0 0.0 0.0
C -0.54504 4.09636 0.59325 0.0 0.0 0.0
C 0.82741 4.35709 0.63386 0.0 0.0 0.0
C 1.32443 5.55354 1.13988 0.0 0.0 0.0
Si -1.19011 2.45689 -0.12460 0.0 0.0 0.0
C -1.87974 2.84643 -1.84602 0.0 0.0 0.0
C -3.09983 2.31734 -2.26883 0.0 0.0 0.0
C -3.55859 2.50048 -3.56839 0.0 0.0 0.0
C -2.80181 3.22796 -4.47560 0.0 0.0 0.0
C -1.58569 3.76751 -4.07459 0.0 0.0 0.0
C -1.13408 3.57344 -2.77724 0.0 0.0 0.0
H 0.83391 7.44904 2.02065 0.0 0.0 0.0
H -1.60378 7.02607 1.97716 0.0 0.0 0.0
H -2.47454 4.90787 1.07493 0.0 0.0 0.0
H 1.51288 3.60075 0.26422 0.0 0.0 0.0
H 2.39308 5.73217 1.15803 0.0 0.0 0.0
H -2.43636 2.20743 0.68520 0.0 0.0 0.0
H -3.70111 1.74430 -1.57066 0.0 0.0 0.0
H -4.50775 2.07443 -3.87219 0.0 0.0 0.0
H -3.15530 3.37292 -5.48942 0.0 0.0 0.0
H -0.98716 4.33502 -4.77744 0.0 0.0 0.0
H -0.17615 3.99184 -2.48386 0.0 0.0 0.0
C -0.80320 -0.29926 -5.21789 0.0 0.0 0.0
C -0.79033 -1.01641 -3.86769 0.1 -0.1 0.0
C -0.24511 -0.18083 -2.81604 0.1 0.2 -0.1
N 0.20149 0.48981 -2.00204 -0.2 -0.3 0.1
H -1.22175 -0.95999 -5.97652 0.0 0.0 0.0
H 0.20848 -0.03242 -5.52334 0.0 0.0 0.0
H -1.40043 0.61243 -5.17827 0.0 0.0 0.0
H -0.18024 -1.93186 -3.83890 0.0 0.0 0.0
H -1.79017 -1.30348 -3.53794 0.0 0.0 0.0
```
Forces are in eV/Å.

As for the relative energy (zero: lowest compared OMol25 entry of this formula, charge and spin): 0.0000 eV. As for the charge: -1. The total energy comes out at -1536.144552 Ha. Its LUMO energy is 2.43 eV. The value obtained for the HOMO energy is -4.5928 eV. The HOMO-LUMO gap comes out at 7.0 eV.

natural (NBO) population analysis, charges in e, atoms 1 to 5: atom 1 (Pt): 0.5340, atom 2 (N): -0.7432, atom 3 (C): -0.3035, atom 4 (C): 0.6127, atom 5 (O): -0.7158

=====

4.
The following is a DFT calculation (wB97M-V/def2-TZVPD) of an isolated molecule of C19H22N6O3 in a non-equilibrium geometry.

Geometry as XYZ:
```
50
Properties=species:S:1:pos:R:3:forces:R:3
C 1.17904 6.49156 1.83101 0.1 0.0 0.0
C 1.40900 5.13964 1.22765 0.0 0.0 0.0
C 1.16451 3.99058 1.96458 0.1 0.0 -0.1
C 1.38445 2.72405 1.44218 0.0 -0.1 -0.1
C 1.88490 2.62353 0.14391 0.0 0.4 0.2
C 2.12382 3.76346 -0.62657 0.0 -0.2 0.1
C 1.88004 5.00851 -0.07113 -0.1 -0.1 0.1
H 2.06773 5.89388 -0.66158 0.0 0.1 -0.1
C 2.63981 3.63001 -2.02827 0.0 0.0 0.1
H 1.89483 3.15900 -2.67139 0.0 0.0 -0.1
H 2.87547 4.60683 -2.44143 0.0 0.0 -0.1
H 3.54057 3.01746 -2.04842 0.0 0.0 -0.1
N 2.13062 1.35583 -0.44390 -0.3 0.4 -0.3
C 2.95103 0.40771 0.04250 0.1 -0.5 -0.4
O 3.60795 0.48330 1.05721 0.2 0.0 0.2
C 2.91919 -0.87101 -0.81886 0.2 0.3 0.2
N 1.57364 -1.36314 -0.85038 -0.6 -0.8 0.7
C 0.88905 -1.96252 0.15134 -0.7 -0.1 -0.6
N 1.39648 -2.37672 1.33046 0.2 -0.1 0.3
H 2.18557 -1.88644 1.72023 0.0 0.1 0.0
H 0.68218 -2.70160 1.97104 0.1 0.0 0.0
C -0.40194 -2.11456 -0.36957 1.1 0.1 0.6
N -0.40977 -1.58309 -1.61329 -0.4 -0.1 0.0
N 0.74498 -1.13096 -1.89578 0.4 0.5 -1.0
C -1.53673 -2.68533 0.34890 -0.2 0.2 -0.3
O -1.43410 -3.06219 1.50967 0.1 -0.1 0.3
N -2.68227 -2.71646 -0.36285 -0.1 0.0 -0.1
H -2.64538 -2.40350 -1.32126 0.0 0.0 0.0
C -3.90501 -3.30276 0.14322 0.1 -0.3 0.1
C -4.34930 -4.45265 -0.69903 -0.6 0.6 -0.4
C -5.20505 -4.51422 -1.76097 0.3 0.2 0.6
C -5.20254 -5.86215 -2.19459 0.3 -0.4 0.2
C -4.34243 -6.51497 -1.36775 -0.5 -0.2 -0.7
O -3.82195 -5.67207 -0.46379 0.4 0.1 0.4
H -4.03089 -7.53949 -1.32086 0.1 -0.1 0.1
H -5.76246 -6.27998 -3.00563 -0.1 -0.2 -0.1
H -5.77032 -3.70508 -2.17644 -0.1 0.2 0.0
H -4.69616 -2.54591 0.17338 0.1 -0.2 0.1
H -3.67857 -3.64307 1.15793 -0.2 0.1 -0.1
H 3.22303 -0.65646 -1.84550 0.0 -0.1 0.1
H 3.58684 -1.61879 -0.38341 -0.1 0.1 0.0
H 1.70704 1.19288 -1.34922 0.0 -0.1 0.1
C 1.07197 1.50634 2.25398 0.1 0.0 0.1
H 1.99710 1.04348 2.59757 0.0 -0.1 0.0
H 0.47094 1.76847 3.12044 -0.1 0.0 0.0
H 0.52721 0.77352 1.65848 0.0 -0.1 0.0
H 0.78350 4.08051 2.97171 -0.1 0.0 0.1
H 2.01659 6.75704 2.47648 0.0 0.1 0.1
H 1.08954 7.25270 1.06009 0.0 0.1 0.0
H 0.27622 6.49485 2.43792 -0.1 0.1 0.0
```
Forces are in eV/Å.

As for the relative energy (zero: lowest compared OMol25 entry of this formula, charge and spin): 0.0369 eV. The total energy comes out at -1291.510326 Ha. Its LUMO energy is 0.70 eV. The value obtained for the HOMO energy is -8.6142 eV. The HOMO-LUMO gap comes out at 9.3 eV. As for the SMILES: Cc1cc(C)c(NC(=O)Cn2nnc(C(=O)NCc3ccco3)c2N)c(C)c1.

natural (NBO) population analysis, charges in e, atoms 1 to 5: atom 1 (C): -0.6260, atom 2 (C): 0.0028, atom 3 (C): -0.2146, atom 4 (C): 0.0046, atom 5 (C): 0.1673

=====

- Which value of total energy does entry 2 give?
  -3358.395313 Ha

=====

- Which value of relative energy (zero: lowest compared OMol25 entry of this formula, charge and spin) does entry 3 give?
  0.0000 eV

=====

- The lowest relative energy (zero: lowest compared OMol25 entry of this formula, charge and spin) belongs to which entry?
  C19H22N3O3PtSi